[1]
This record from the Open Molecules 2025 dataset describes an isolated ion of composition C3H2NS2 and charge -1 in a non-equilibrium geometry. The level of theory is ωB97M-V/def2-TZVPD.

Each line ends with the Löwdin charge.
CARTESIAN COORDINATES (ANGSTROEM)
C (-0.9613, -0.6367, -0.3240)  -0.4122
C (0.5088, 1.0687, 0.3244)  -0.4742
C (0.1466, -0.5001, 0.4779)  -0.9089
N (-1.2222, 0.2893, -1.2309)  -0.3839
S (0.7666, -1.5588, 1.6894)  0.2351
S (-0.2495, 1.5888, -1.0439)  0.7986
H (-1.4834, -1.5723, -0.0514)  0.0938
H (1.4299, 1.6509, 0.6859)  0.0517

SMILES: [S-]c1cnsc1
Charge: -1
Energy above the lowest of the compared OMol25 structures with the same formula, charge and spin: 1.501 eV

***

[2]
This record from the Open Molecules 2025 dataset describes C43H27F5I2N2O4P2PtSeTe as an isolated structure. The level of theory is ωB97M-V/def2-TZVPD.

Each line ends with the Löwdin charge.
CARTESIAN COORDINATES (ANGSTROEM)
Pt (-0.9676, -0.0148, -0.3569)  0.9234
Te (3.4397, 2.3816, -0.6313)  1.2941
C (4.7535, 0.7690, -0.9893)  -0.5670
C (5.4900, 0.7252, -2.1630)  -0.1373
C (6.3128, -0.3714, -2.3896)  -0.1558
N (6.4206, -1.3989, -1.5551)  0.0675
C (5.7071, -1.3461, -0.4310)  -0.1456
C (4.8749, -0.2886, -0.0970)  -0.1281
C (1.8281, 1.1177, -0.2335)  -0.9636
P (1.1129, -0.0320, -1.2425)  0.7786
C (1.9471, -0.4075, -2.7741)  -0.3351
C (2.8192, -1.4953, -2.8210)  -0.0782
C (3.5209, -1.7492, -3.9876)  -0.0623
C (3.3413, -0.9352, -5.0977)  -0.0573
C (2.4687, 0.1441, -5.0505)  -0.0601
C (1.7681, 0.4127, -3.8862)  -0.0694
C (0.7870, -1.6008, -0.3599)  -0.4297
C (1.1679, -1.7685, 0.9908)  -0.0712
C (0.9606, -2.9733, 1.6267)  -0.0361
C (0.4356, -4.0489, 0.9138)  -0.0044
C (0.1280, -3.9260, -0.4438)  -0.0275
C (0.2798, -2.7138, -1.0755)  -0.0926
P (0.3669, 1.6395, 0.5802)  0.7491
C (0.1030, 3.3504, 0.0215)  -0.4320
C (0.1597, 4.4290, 0.8996)  -0.1170
C (0.0048, 5.7228, 0.4216)  -0.0840
C (-0.2103, 5.9469, -0.9280)  -0.0665
C (-0.2414, 4.8767, -1.8134)  -0.0657
C (-0.0765, 3.5863, -1.3430)  -0.1981
C (0.4984, 1.7389, 2.3694)  -0.3665
C (-0.6016, 2.1898, 3.1032)  -0.1274
C (-0.5352, 2.2364, 4.4851)  -0.0553
C (0.6241, 1.8297, 5.1364)  -0.0571
C (1.7191, 1.3886, 4.4085)  -0.0562
C (1.6602, 1.3457, 3.0221)  -0.0824
H (5.4157, 1.5102, -2.9042)  0.0939
H (6.9006, -0.4296, -3.2992)  0.1087
H (5.8094, -2.1915, 0.2402)  0.1087
H (4.3269, -0.3039, 0.8366)  0.0904
H (2.9572, -2.1271, -1.9532)  0.1140
H (4.2101, -2.5819, -4.0272)  0.1160
H (3.8851, -1.1456, -6.0092)  0.1115
H (2.3301, 0.7713, -5.9205)  0.1113
H (1.0867, 1.2537, -3.8401)  0.1085
H (1.5978, -0.9271, 1.5192)  0.0827
H (1.1695, -3.1023, 2.6798)  0.1230
H (0.2455, -4.9679, 1.4550)  0.1143
H (-0.2796, -4.7685, -0.9858)  0.1259
H (-0.0154, -2.5969, -2.1099)  0.1245
H (0.3208, 4.2703, 1.9564)  0.1054
H (0.0354, 6.5536, 1.1135)  0.1121
H (-0.3507, 6.9554, -1.2936)  0.1123
H (-0.3972, 5.0475, -2.8703)  0.1141
H (-0.0872, 2.7565, -2.0419)  0.0644
H (-1.5093, 2.4930, 2.5922)  0.0665
H (-1.3881, 2.5821, 5.0535)  0.1165
H (0.6722, 1.8580, 6.2168)  0.1109
H (2.6215, 1.0787, 4.9182)  0.1108
H (2.5175, 1.0192, 2.4450)  0.0863
O (-0.9209, -4.8875, 3.5546)  -0.0302
C (-2.1534, -4.6296, 3.5937)  -0.7048
O (-3.1081, -5.2250, 4.0771)  0.0236
C (-2.3673, -3.3153, 2.8466)  -0.0797
C (-1.9366, -2.0981, 3.3759)  0.0226
C (-1.7936, -1.0073, 2.5526)  -0.1017
N (-2.0342, -1.0777, 1.2360)  -0.0327
C (-2.5702, -2.2057, 0.7430)  -0.1948
C (-2.8035, -3.3164, 1.5229)  0.0745
C (-2.7860, -2.2414, -0.7500)  -0.5856
O (-3.5434, -3.0349, -1.2583)  0.1163
O (-2.0775, -1.3767, -1.4379)  -0.2418
H (-1.6335, -2.0295, 4.4122)  0.1305
H (-1.4127, -0.0685, 2.9255)  0.0883
H (-3.2160, -4.2043, 1.0628)  0.1463
I (-3.4315, 4.0120, 0.7065)  0.2295
I (-3.9471, 6.1806, 2.2221)  0.0048
F (-7.3951, -1.9298, -1.0980)  0.1555
C (-6.3441, -1.1247, -1.1098)  -0.1241
C (-5.8967, -0.5571, 0.0717)  -0.1340
F (-6.5223, -0.8206, 1.2147)  0.1415
C (-4.7948, 0.2773, 0.0486)  -0.2633
F (-4.3767, 0.7911, 1.2069)  0.0429
C (-4.1228, 0.5611, -1.1344)  -0.4582
Se (-2.5803, 1.6695, -1.1697)  0.7140
C (-4.5900, -0.0257, -2.3042)  -0.2583
F (-3.9726, 0.1939, -3.4617)  0.1004
C (-5.6917, -0.8590, -2.3018)  -0.1408
F (-6.1193, -1.4187, -3.4282)  0.1429

Energy above the lowest of the compared OMol25 structures with the same formula, charge and spin: 0.233 eV